A cluster of 2 separate species, C4H11NOS in total in a non-equilibrium geometry, computed with ωB97M-V/def2-TZVPD.

CARTESIAN COORDINATES (ANGSTROEM)
C1 0.95 -0.83 0.55
C2 0.02 1.32 -1.47
C3 -1.80 0.18 -0.39
C4 0.21 -1.02 -0.86
N1 -0.65 0.05 -1.26
O1 0.40 0.66 3.46
S1 0.75 -0.74 3.16
H1 1.34 0.17 0.65
H2 1.69 -1.60 0.69
H3 0.97 1.16 -1.97
H4 -0.61 1.94 -2.11
H5 0.19 1.87 -0.53
H6 -1.50 0.45 0.63
H7 -2.46 0.95 -0.78
H8 -2.34 -0.76 -0.36
H9 -0.36 -1.95 -0.85
H10 1.04 -1.11 -1.57
H11 2.15 -0.72 3.05

The calculation puts the molar mass at 121.205 g mol⁻¹. As for the calculated total energy: -687.0361 hartree. The HOMO energy (spin up / spin down) is -8.40 / -8.55 eV. The net charge is 0.



An isolated molecule of C4H11NOS in a non-equilibrium geometry, computed with ωB97M-V/def2-TZVPD.

CARTESIAN COORDINATES (ANGSTROEM)
C1 0.67 -1.13 -1.44
O1 -0.13 -1.06 -2.57
C2 0.67 0.00 -0.51
C3 -0.68 0.22 0.27
C4 -0.77 1.33 1.32
S1 -1.93 0.76 2.58
N1 1.73 -0.21 0.39
H1 0.23 -2.09 -0.97
H2 1.57 -1.45 -2.19
H3 -0.98 -1.55 -2.44
H4 0.85 1.08 -1.08
H5 -1.44 0.31 -0.50
H6 -0.75 -0.78 0.72
H7 -1.07 2.23 0.75
H8 0.24 1.53 1.87
H9 -2.61 1.91 2.79
H10 1.63 -0.90 1.01
H11 2.75 -0.20 0.00

The SMILES is N[C@@H](CO)CCS. The calculation puts the molar mass at 121.205 g mol⁻¹. As for the calculated total energy: -687.0939 hartree. The HOMO energy is -8.88 eV. The net charge is 0.



An isolated molecule of C4H11NOS in a non-equilibrium geometry, computed with ωB97M-V/def2-TZVPD.

CARTESIAN COORDINATES (ANGSTROEM)
C1 0.38 -0.27 0.55
N1 0.12 1.15 0.43
C2 1.17 2.18 0.76
O1 0.46 3.24 1.37
C3 -0.70 -1.23 0.06
C4 -0.69 -1.36 -1.49
S1 -0.89 -3.15 -1.92
H1 1.38 -0.49 0.11
H2 0.60 -0.51 1.60
H3 -0.27 1.39 -0.47
H4 1.63 2.51 -0.17
H5 1.85 1.65 1.40
H6 0.32 2.92 2.27
H7 -1.68 -0.89 0.45
H8 -0.52 -2.19 0.53
H9 0.32 -1.05 -1.78
H10 -1.27 -0.64 -2.06
H11 -2.21 -3.27 -1.65

The SMILES is OCNCCCS. The calculation puts the molar mass at 121.205 g mol⁻¹. As for the calculated total energy: -687.1438 hartree. The HOMO energy is -8.85 eV. The net charge is 0.



An isolated molecule of C4H11NOS in a non-equilibrium geometry, computed with ωB97M-V/def2-TZVPD.

CARTESIAN COORDINATES (ANGSTROEM)
C1 -2.04 1.30 0.07
O1 -2.80 0.14 0.63
C2 -0.76 0.68 -0.61
C3 0.33 0.25 0.32
C4 1.47 -0.58 -0.34
S1 2.12 -1.89 0.76
N1 -0.41 1.75 -1.59
H1 -1.65 1.81 0.94
H2 -2.60 1.87 -0.65
H3 -3.63 0.32 0.18
H4 -1.04 -0.19 -1.24
H5 -0.24 -0.45 0.97
H6 0.75 1.19 0.71
H7 1.26 -1.14 -1.25
H8 2.25 0.16 -0.42
H9 2.78 -1.10 1.69
H10 0.24 2.45 -1.26
H11 -1.20 2.00 -2.16

The SMILES is N[C@H](CO)CCS. The calculation puts the molar mass at 121.205 g mol⁻¹. As for the calculated total energy: -687.1323 hartree. The HOMO energy is -8.75 eV. The net charge is 0.



An isolated molecule of C4H11NOS, computed with ωB97M-V/def2-TZVPD.

CARTESIAN COORDINATES (ANGSTROEM)
O1 -0.38 0.76 -1.50
C1 0.49 0.76 -0.58
C2 0.44 2.02 0.23
N1 -1.04 2.18 0.40
H1 1.48 0.35 -0.77
H2 0.91 1.95 1.21
H3 0.81 2.89 -0.31
H4 -1.33 3.13 0.59
H5 -1.37 1.80 -0.53
H6 -1.34 1.53 1.14
C3 -0.06 -2.38 -1.09
C4 0.62 -2.12 0.24
S1 0.10 -0.59 1.10
H7 0.37 -1.79 -1.90
H8 -1.12 -2.14 -1.03
H9 0.08 -3.43 -1.35
H10 1.71 -2.12 0.14
H11 0.37 -2.96 0.90

The SMILES is CCS[C@@H]([O-])C[NH3+]. The calculation puts the molar mass at 121.205 g mol⁻¹. As for the calculated total energy: -687.1252 hartree. The HOMO energy is -7.67 eV. The net charge is 0.



A cluster of 2 separate species, C4H11NOS in total in a non-equilibrium geometry, computed with ωB97M-V/def2-TZVPD.

CARTESIAN COORDINATES (ANGSTROEM)
C1 -0.68 2.36 1.03
C2 -1.22 -0.91 0.80
C3 0.12 1.22 0.45
C4 -0.71 0.02 -0.01
N1 2.59 -2.08 -1.00
O1 0.63 -1.51 -2.59
S1 1.10 -2.23 -1.04
H1 -0.21 3.28 0.81
H2 -1.62 2.38 0.49
H3 -0.83 2.16 2.12
H4 -1.08 -0.77 1.88
H5 -1.86 -1.77 0.49
H6 1.24 -1.88 -3.26
H7 0.78 1.65 -0.27
H8 0.82 0.79 1.11
H9 -1.04 0.06 -1.04
H10 2.68 -1.16 -0.44
H11 1.21 -3.53 -1.50

The calculation puts the molar mass at 121.205 g mol⁻¹. As for the calculated total energy: -687.0472 hartree. The HOMO energy is -9.17 eV. The net charge is 0.



A cluster of 2 separate species, C4H11NP in total in a non-equilibrium geometry, computed with ωB97M-V/def2-TZVPD.

CARTESIAN COORDINATES (ANGSTROEM)
C1 1.16 -1.15 0.15
C2 -0.30 -1.00 0.05
C3 1.72 0.10 -0.59
C4 -0.70 0.42 0.35
N1 -1.92 0.83 -0.34
P1 0.78 1.55 -0.04
H1 1.50 -1.14 1.25
H2 1.59 -2.07 -0.22
H3 -0.61 -1.32 -0.91
H4 -0.81 -1.70 0.69
H5 2.78 0.48 -0.25
H6 1.47 0.13 -1.71
H7 -1.44 0.18 1.77
H8 -2.60 0.03 -0.27
H9 -1.56 1.31 -1.25
H10 -2.42 1.56 0.04
H11 1.34 1.82 1.26

The calculation puts the molar mass at 104.113 g mol⁻¹. As for the calculated total energy: -554.7362 hartree. The HOMO energy is -13.61 eV. The net charge is +1.



A cluster of 2 separate species, C4H11NS in total in a non-equilibrium geometry, computed with ωB97M-V/def2-TZVPD.

CARTESIAN COORDINATES (ANGSTROEM)
C1 3.57 0.34 2.41
S1 1.97 0.21 1.21
C2 0.10 0.03 1.09
H1 4.34 0.84 1.82
H2 3.80 -0.71 2.64
H3 3.62 1.04 3.31
H4 -0.32 0.19 2.07
H5 -0.09 0.99 0.48
H6 -0.17 -0.79 0.39
C3 -1.89 -1.27 -1.75
C4 -2.33 1.01 -2.06
N1 -2.11 0.13 -1.08
H7 -1.63 -1.83 -0.88
H8 -1.05 -1.24 -2.40
H9 -2.77 -1.65 -2.20
H10 -2.40 2.11 -2.03
H11 -2.66 0.62 -3.02

The calculation puts the molar mass at 105.206 g mol⁻¹. As for the multiplicity: 2. Its expectation value of S² is 0.76. As for the calculated total energy: -611.7675 hartree. The HOMO energy (spin up / spin down) is 0.32 / -2.30 eV. The net charge is -1.



A cluster of 2 separate species, C4H11NS in total in a non-equilibrium geometry, computed with ωB97M-V/def2-TZVPD.

CARTESIAN COORDINATES (ANGSTROEM)
C1 0.91 -1.22 0.88
C2 -0.20 -0.25 0.47
C3 0.28 0.72 -0.63
C4 -0.90 1.37 -1.33
S1 1.52 -2.59 -1.88
N1 -0.78 0.49 1.60
H1 1.00 -2.03 0.11
H2 0.65 -1.67 1.83
H3 1.90 -0.77 0.82
H4 -0.97 -0.84 -0.03
H5 1.03 1.43 -0.28
H6 0.78 0.03 -1.31
H7 -1.66 1.73 -0.62
H8 -0.68 2.18 -2.03
H9 -1.40 0.56 -1.88
H10 -0.05 0.93 2.14
H11 -1.43 -0.06 2.13

The calculation puts the molar mass at 105.206 g mol⁻¹. As for the multiplicity: 2. Its expectation value of S² is 0.75. As for the calculated total energy: -611.9252 hartree. The HOMO energy (spin up / spin down) is -2.96 / -2.54 eV. The net charge is -1.



An isolated molecule of C4H11NS in a non-equilibrium geometry, computed with ωB97M-V/def2-TZVPD.

CARTESIAN COORDINATES (ANGSTROEM)
C1 0.91 0.98 2.09
C2 0.68 1.88 0.87
C3 -0.72 -0.22 -0.48
C4 -0.88 -1.06 -1.67
H1 0.06 0.33 2.29
H2 0.87 1.55 3.04
H3 1.82 0.29 2.00
H4 1.52 2.58 0.81
H5 -0.24 2.52 1.05
H6 -0.49 -0.86 0.39
H7 -1.72 0.26 -0.24
H8 -0.61 -0.49 -2.52
H9 -1.90 -1.31 -1.77
H10 -0.12 -2.87 -0.96
H11 0.21 -2.44 -2.56
N1 0.03 -2.14 -1.61
S1 0.58 0.98 -0.73

The SMILES is CCSCCN. The calculation puts the molar mass at 105.206 g mol⁻¹. As for the calculated total energy: -611.9154 hartree. The HOMO energy is -8.27 eV. The net charge is 0.



A cluster of 3 separate species, C4H11NS in total in a non-equilibrium geometry, computed with ωB97M-V/def2-TZVPD.

CARTESIAN COORDINATES (ANGSTROEM)
C1 -0.38 -0.99 -2.12
C2 -1.49 -0.25 -1.93
S1 -0.81 0.59 2.09
C3 0.64 -0.96 -1.05
N1 1.23 0.41 -0.74
C4 2.10 0.44 0.45
H1 -2.15 -1.73 0.15
H2 -2.71 -1.30 0.26
H3 -2.31 -0.23 -2.60
H4 -1.51 0.22 -0.87
H5 -1.08 1.84 2.43
H6 0.20 -1.30 -0.13
H7 1.52 -1.69 -1.08
H8 0.38 1.03 -0.64
H9 1.48 0.01 1.37
H10 2.35 1.50 0.47
H11 2.93 -0.18 0.30

The calculation puts the molar mass at 105.206 g mol⁻¹. As for the calculated total energy: -611.6204 hartree. The HOMO energy is -7.77 eV. The net charge is 0.



An isolated molecule of C4H11NS2 in a non-equilibrium geometry, computed with ωB97M-V/def2-TZVPD.

CARTESIAN COORDINATES (ANGSTROEM)
N1 -1.19 -0.78 3.37
C1 -1.28 -0.46 1.95
C2 0.07 0.05 1.44
S1 0.78 -1.01 0.14
S2 -0.48 -0.78 -1.43
C3 0.21 0.62 -2.33
C4 1.52 0.36 -3.07
H1 -2.04 -0.81 3.90
H2 -0.34 -0.51 3.84
H3 -2.04 0.31 1.74
H4 -1.59 -1.37 1.43
H5 0.85 -0.01 2.19
H6 0.01 1.07 1.08
H7 0.42 1.37 -1.61
H8 -0.58 1.04 -2.94
H9 1.72 1.04 -3.91
H10 2.36 0.50 -2.39
H11 1.58 -0.66 -3.41

The SMILES is CCSSCCN. The calculation puts the molar mass at 137.273 g mol⁻¹. As for the calculated total energy: -1010.1194 hartree. The HOMO energy is -8.80 eV. The net charge is 0.



Ordered relative energy (zero: lowest compared OMol25 entry of this formula, charge and spin) results: 454.90, 303.17, 171.96, 202.25, 220.88, 425.75, 308.44, 428.36, 14.36, 70.08, 844.61, 49.84; unit kJ/mol.